DFT (ωB97M-V/def2-TZVPD) results for a cluster of 9 separate species, C33H72F9N20O10 in total.

The geometry in ORCA input format:
```
! RIJCOSX wB97M-V def2-TZVPD def2/J DEFGRID3
* xyz 1 1
C -0.53 1.65 2.47
C 0.22 0.97 1.82
C 1.20 0.17 1.02
N 0.59 -0.46 -0.16
C 0.53 0.40 -1.34
C -0.55 1.49 -1.28
O -0.38 2.37 -2.39
C -0.89 1.86 -3.53
O -1.33 0.74 -3.66
C -0.85 2.79 -4.75
C 0.16 2.30 -5.83
C 1.10 -1.77 -0.44
N 2.39 -2.13 -0.86
C 2.75 -1.72 -2.22
N 3.69 -2.72 -2.77
C 3.45 -2.03 0.15
C 4.30 -0.72 0.14
C 4.64 -0.38 1.64
C 6.06 0.20 1.81
C 6.20 1.60 1.13
N 0.24 -2.72 -0.26
C -1.12 -2.38 0.24
C -2.06 -1.86 -0.88
C -3.50 -2.11 -0.38
F -3.54 -1.60 0.89
F -3.80 -3.41 -0.27
C -4.58 -1.34 -1.18
F -5.72 -1.41 -0.46
F -4.27 -0.05 -1.23
C -4.84 -1.84 -2.63
F -4.34 -0.91 -3.45
F -4.20 -2.97 -2.93
C -6.34 -2.00 -3.01
F -6.94 -2.95 -2.35
F -6.95 -0.85 -2.87
F -6.42 -2.32 -4.29
C 0.50 -4.14 -0.49
C 0.55 -4.97 0.85
C -0.54 -4.78 -1.47
C -0.26 -4.20 -2.89
H -1.01 2.28 3.19
H 1.56 -0.64 1.69
H 2.07 0.79 0.74
H 1.51 0.92 -1.47
H 0.44 -0.24 -2.24
H -1.59 1.11 -1.30
H -0.46 2.12 -0.38
H -0.71 3.85 -4.47
H -1.85 2.70 -5.22
H 1.17 2.56 -5.46
H -0.03 2.75 -6.81
H 0.15 1.21 -5.93
H 1.84 -1.76 -2.84
H 3.13 -0.69 -2.31
H 4.62 -2.33 -2.65
H 3.47 -2.78 -3.76
H 2.99 -2.19 1.14
H 4.14 -2.87 -0.02
H 5.26 -0.95 -0.36
H 3.82 0.12 -0.37
H 3.89 0.31 2.06
H 4.59 -1.31 2.23
H 6.87 -0.49 1.50
H 6.20 0.36 2.89
H 6.40 1.47 0.05
H 7.03 2.11 1.65
H 5.28 2.15 1.36
H -1.07 -1.72 1.12
H -1.57 -3.31 0.62
H -1.96 -2.40 -1.83
H -1.97 -0.77 -0.98
H 1.47 -4.33 -0.97
H -0.48 -5.33 1.04
H 0.89 -4.32 1.67
H 1.26 -5.79 0.71
H -0.27 -5.85 -1.52
H -1.58 -4.65 -1.13
H 0.69 -4.57 -3.30
H -1.08 -4.34 -3.61
H -0.12 -3.10 -2.80
C -3.67 4.31 -0.35
O -3.22 5.28 -0.95
N -3.93 4.32 0.98
N -3.94 3.13 -0.98
H -4.29 3.53 1.48
H -3.74 5.17 1.48
H -3.77 3.08 -1.97
H -4.31 2.32 -0.51
C -4.22 0.63 3.77
O -3.78 1.62 3.19
N -4.50 0.63 5.10
N -4.45 -0.54 3.11
H -4.86 -0.17 5.59
H -4.33 1.48 5.60
H -4.25 -0.56 2.13
H -4.81 -1.37 3.55
C 2.99 1.31 4.99
O 2.83 0.84 3.86
N 3.04 0.53 6.10
N 3.12 2.64 5.20
H 3.16 0.89 7.03
H 2.95 -0.46 5.98
H 3.09 3.24 4.40
H 3.25 3.05 6.11
C -1.87 7.88 -3.96
O -1.52 8.91 -4.50
N -2.05 7.77 -2.62
N -2.11 6.73 -4.67
H -2.33 6.92 -2.16
H -1.88 8.59 -2.07
H -1.99 6.76 -5.66
H -2.39 5.87 -4.24
C -9.03 0.48 1.65
O -9.19 1.22 2.60
N -7.81 -0.03 1.31
N -10.06 0.10 0.83
H -7.65 -0.64 0.53
H -7.03 0.23 1.89
H -10.97 0.46 1.05
H -9.95 -0.50 0.04
C -3.71 -7.84 -0.11
O -3.02 -8.71 0.39
N -4.20 -7.94 -1.38
N -4.04 -6.69 0.55
H -4.77 -7.24 -1.82
H -3.98 -8.78 -1.90
H -3.69 -6.59 1.48
H -4.60 -5.96 0.16
C 6.39 4.29 5.59
O 5.35 4.92 5.67
N 6.41 2.95 5.33
N 7.61 4.87 5.77
H 7.25 2.40 5.26
H 5.52 2.50 5.19
H 7.63 5.85 5.96
H 8.48 4.37 5.71
C 9.14 0.79 -1.35
O 7.92 0.86 -1.39
N 9.83 -0.27 -1.87
N 9.90 1.75 -0.77
H 10.83 -0.34 -1.85
H 9.29 -1.00 -2.31
H 9.42 2.54 -0.38
H 10.90 1.72 -0.73
*
```

Properties
Orbital gap ... 7.45 eV
HOMO energy ... -10.53 eV
Electronic energy ... -110124.06804 eV


DFT (ωB97M-V/def2-TZVPD) results for a cluster of 2 separate species, CH4N2O2S in total.

The geometry in ORCA input format:
```
! RIJCOSX wB97M-V def2-TZVPD def2/J DEFGRID3
* xyz 0 1
C 0.91 0.24 -0.71
N -1.98 0.42 -0.43
N -1.10 -0.09 1.31
O -2.85 1.15 -0.21
O 0.56 -1.97 0.59
S 0.28 -0.56 0.75
H 2.03 0.14 -0.65
H 0.35 -0.21 -1.64
H 0.61 1.27 -0.75
H 1.19 -0.39 1.73
*
```

Properties
Energy above the lowest of the compared OMol25 structures with the same formula, charge and spin ... 141.9 kcal per mole
Orbital gap (spin up / spin down) ... 8.27 / 8.17 eV
HOMO energy (spin up / spin down) ... -9.44 / -9.39 eV
Electronic energy ... -19005.77040 eV


DFT (ωB97M-V/def2-TZVPD) results for a structure of composition C9H12MnN3O6.

The geometry in ORCA input format:
```
! RIJCOSX wB97M-V def2-TZVPD def2/J DEFGRID3
* xyz 1 2
Mn 0.78 -1.11 -0.76
O 1.08 -5.13 0.14
C 1.16 -3.83 0.21
O 1.52 -3.12 -0.72
C 0.77 -3.25 1.56
O 0.28 -1.91 1.44
C -1.14 -1.77 1.57
C -1.91 -1.96 0.19
O -3.08 -2.22 0.22
O -1.16 -1.74 -0.81
H 1.32 -5.49 -0.73
H 0.03 -3.90 2.04
H 1.67 -3.20 2.19
H -1.54 -2.46 2.32
H -1.31 -0.74 1.89
C 2.43 3.47 -0.19
N 1.10 2.95 -0.44
C 0.02 3.76 -0.51
C -1.22 3.27 -0.78
C -1.35 1.87 -1.02
N -0.27 1.09 -0.91
C 0.93 1.60 -0.61
O 1.89 0.81 -0.48
N -2.51 1.31 -1.33
H 2.41 4.56 -0.23
H 3.11 3.09 -0.95
H 2.79 3.14 0.78
H 0.20 4.81 -0.34
H -2.08 3.92 -0.82
H -3.35 1.85 -1.42
H -2.53 0.31 -1.49
*
```

Properties
Energy above the lowest of the compared OMol25 structures with the same formula, charge and spin ... 0.0 kcal per mole
Orbital gap (spin up / spin down) ... 8.45 / 8.76 eV
HOMO energy (spin up / spin down) ... -12.23 / -12.17 eV
Electronic energy ... -57597.44906 eV


DFT (ωB97M-V/def2-TZVPD) results for a structure of composition C28H29BCdN6OSi.

The geometry in ORCA input format:
```
! RIJCOSX wB97M-V def2-TZVPD def2/J DEFGRID3
* xyz 0 1
H -0.03 3.14 0.81
N 0.29 1.80 -0.79
B 0.71 0.75 -3.14
N 0.62 1.94 -2.11
C 0.77 3.26 -2.38
Cd 0.00 0.00 0.00
H 1.04 3.58 -3.38
C 0.53 4.00 -1.22
H 0.57 5.08 -1.09
C 0.22 3.03 -0.24
H 1.19 1.21 -4.15
C -2.17 -2.84 1.57
H -2.44 -3.20 2.57
H -1.13 -3.35 1.38
H -2.80 -3.27 0.78
N -0.68 0.17 -3.44
N 1.65 -0.33 -2.56
N -1.50 -0.34 -2.48
N 1.53 -0.79 -1.29
C -1.30 0.16 -4.66
C 2.67 -0.98 -3.19
H -0.78 0.53 -5.55
H 2.92 -0.74 -4.22
C -2.57 -0.37 -4.49
C 3.23 -1.89 -2.29
C -2.64 -0.67 -3.11
C 2.48 -1.73 -1.11
H -3.33 -0.54 -5.26
H 4.06 -2.57 -2.47
H -3.46 -1.11 -2.54
H 2.58 -2.22 -0.14
H -2.24 -1.73 1.53
O 0.66 0.03 1.78
Si 0.41 0.01 3.35
C 0.79 -1.71 3.97
C 2.06 -2.28 3.76
C 2.34 -3.57 4.22
C 1.37 -4.31 4.88
C 0.10 -3.76 5.09
C -0.19 -2.47 4.63
C 1.54 1.30 4.11
C 2.93 1.22 3.91
C 3.78 2.18 4.46
C 3.25 3.24 5.21
C 1.87 3.33 5.40
C 1.02 2.37 4.86
C -1.36 0.45 3.75
C -1.79 0.47 5.09
C -3.11 0.80 5.40
C -4.01 1.10 4.38
C -3.59 1.08 3.05
C -2.27 0.76 2.73
H 2.83 -1.73 3.24
H 3.33 -3.99 4.06
H 1.59 -5.31 5.24
H -0.66 -4.34 5.60
H -1.19 -2.09 4.80
H 3.36 0.42 3.32
H 4.84 2.11 4.30
H 3.91 3.98 5.63
H 1.46 4.15 5.98
H -0.04 2.47 5.02
H -1.10 0.24 5.89
H -3.43 0.81 6.43
H -5.04 1.35 4.62
H -4.29 1.32 2.26
H -1.96 0.75 1.69
*
```

Properties
Orbital gap ... 9.14 eV
HOMO energy ... -8.76 eV
Electronic energy ... -53616.15495 eV


Question: Among the records above, which one has the lowest electronic energy?
Answer: C33H72F9N20O10